# 1
Computed, not measured: a cluster of 2 separate species, C10H16 in total, with wB97M-V/def2-TZVPD.

Atoms and positions in Å:
1 C -1.405 1.464 2.137
2 C -1.720 0.892 0.731
3 C -0.203 0.671 2.695
4 H -0.886 2.491 2.012
5 H -2.340 1.480 2.768
6 H -2.412 -0.024 0.873
7 H 0.643 0.326 2.114
8 H -0.769 0.797 -0.001
9 H -2.159 1.660 0.220
10 H 0.203 1.178 3.502
11 H -0.260 -0.340 3.164
12 C -0.554 0.836 -2.307
13 C 2.515 -0.872 -0.664
14 C 1.945 -2.040 -0.349
15 C 1.659 0.042 -1.366
16 C 0.342 -0.348 -1.825
17 C 0.715 -2.441 -0.916
18 C -0.136 -1.600 -1.611
19 H 3.479 -0.473 -0.352
20 H 2.395 -2.745 0.308
21 H 2.136 0.947 -1.596
22 H 0.366 -3.421 -0.766
23 H -1.682 0.483 -2.231
24 H -0.310 1.111 -3.294
25 H -1.128 -1.735 -1.693
26 H -0.438 1.662 -1.553

Results
Net charge   +1
HOMO-LUMO gap (alpha / beta)   9.38 / 5.71 eV
E_HOMO (alpha / beta)   -0.514 / -0.514 Eh
Relative energy (zero: lowest compared OMol25 entry of this formula, charge and spin)   56.5 kcal/mol
2S+1   2

Computed Mulliken charges, given in elementary charges: -0.261 -0.694 -1.222 0.205 0.316 0.330 0.233 -0.279 0.502 0.432 0.355 -1.256 -0.629 -0.313 -0.054 0.595 -0.360 -0.425 0.423 0.486 0.443 0.432 0.338 0.426 0.496 0.481

# 2
Computed, not measured: a structure of composition C3H5NO2, with wB97M-V/def2-TZVPD.

Atoms and positions in Å:
1 N 1.629 1.127 0.129
2 C 1.719 0.100 -0.502
3 O 0.070 -0.483 -1.197
4 C -0.751 -0.803 -0.106
5 C -1.405 0.435 0.491
6 O -1.895 0.465 1.593
7 H 2.461 1.503 0.572
8 H 1.346 -0.857 -1.066
9 H -0.215 -1.323 0.707
10 H -1.551 -1.482 -0.440
11 H -1.408 1.317 -0.182

Results
Net charge   0
HOMO-LUMO gap   10.33 eV
E_HOMO   -0.351 Eh
Relative energy (zero: lowest compared OMol25 entry of this formula, charge and spin)   113.1 kcal/mol
2S+1   1

Computed Mulliken charges, given in elementary charges: -0.298 -0.147 -0.578 -0.318 0.088 -0.494 0.299 0.529 0.233 0.339 0.348

# 3
Computed, not measured: a structure of composition C22H25MgN8O9, with wB97M-V/def2-TZVPD.

Atoms and positions in Å:
1 Mg -1.662 1.457 -0.926
2 N -1.529 -0.753 -3.406
3 O -2.040 -1.783 -2.988
4 O -1.650 0.346 -2.740
5 O -0.938 -0.697 -4.508
6 N -0.191 -0.875 0.622
7 O 0.277 -1.870 0.094
8 O -0.532 -0.836 1.821
9 O -0.437 0.153 -0.094
10 N -4.074 -0.362 0.260
11 O -4.580 -1.148 -0.526
12 O -3.331 0.594 -0.182
13 O -4.261 -0.397 1.496
14 N 4.704 0.082 -1.739
15 C 3.736 -0.877 -1.871
16 C 4.331 -1.973 -2.412
17 C 5.697 -1.650 -2.630
18 C 5.898 -0.357 -2.238
19 H 4.467 0.984 -1.373
20 H 2.708 -0.661 -1.637
21 H 3.833 -2.882 -2.703
22 H 6.428 -2.245 -3.150
23 H 6.723 0.335 -2.266
24 N -0.152 -4.196 -1.629
25 C 0.359 -5.309 -1.047
26 C 0.248 -6.334 -1.946
27 C -0.300 -5.789 -3.140
28 C -0.539 -4.466 -2.899
29 H -0.167 -3.280 -1.203
30 H 0.708 -5.255 -0.031
31 H 0.415 -7.374 -1.713
32 H -0.576 -6.342 -4.022
33 H -0.898 -3.680 -3.545
34 N -1.155 -0.834 4.762
35 C -0.373 -0.408 5.797
36 C -1.196 0.226 6.699
37 C -2.529 0.220 6.165
38 C -2.454 -0.411 4.953
39 H -0.876 -1.189 3.862
40 H 0.701 -0.391 5.711
41 H -0.874 0.619 7.650
42 H -3.317 0.828 6.581
43 H -3.207 -0.668 4.223
44 N 0.123 2.370 -1.884
45 C 0.920 1.663 -2.690
46 C 2.251 1.957 -2.948
47 C 2.795 3.077 -2.322
48 C 1.984 3.859 -1.507
49 C 0.650 3.495 -1.382
50 H 0.485 0.775 -3.139
51 H 2.831 1.349 -3.624
52 H 3.860 3.298 -2.332
53 H 2.329 4.760 -1.019
54 H -0.032 4.178 -0.886
55 N -1.831 2.745 0.673
56 C -1.987 2.110 1.827
57 C -2.369 2.738 2.995
58 C -2.686 4.084 2.936
59 C -2.478 4.768 1.742
60 C -2.052 4.065 0.643
61 H -1.833 1.036 1.841
62 H -2.527 2.153 3.889
63 H -3.101 4.627 3.777
64 H -2.781 5.798 1.598
65 H -1.951 4.548 -0.321

Results
Net charge   -1
HOMO-LUMO gap   6.88 eV
E_HOMO   -0.187 Eh
2S+1   1

Computed Mulliken charges, given in elementary charges: 1.491 0.817 -0.598 -0.638 -0.641 0.870 -0.768 -0.711 -0.696 0.774 -0.590 -0.486 -0.584 0.066 -0.730 -0.590 -0.640 -0.394 0.254 0.756 0.499 0.364 0.400 0.246 -0.339 -0.621 -0.512 -0.493 0.290 0.410 0.362 0.390 0.419 0.046 -0.536 -0.369 -0.511 -0.594 0.409 0.375 0.404 0.431 0.452 0.214 -0.104 -0.801 -0.281 -0.835 0.221 0.331 0.511 0.499 0.425 0.046 0.296 0.270 -0.714 -0.191 -1.001 0.004 0.016 0.330 0.389 0.333 0.558

# 4
Computed, not measured: an isolated molecule of C21H23N3O2, with wB97M-V/def2-TZVPD.

Atoms and positions in Å:
1 O -1.192 -2.136 2.976
2 N 0.209 -0.808 1.836
3 O -1.173 -2.409 5.532
4 C -0.385 -1.187 3.028
5 C -1.943 -0.537 0.635
6 C -2.276 -0.140 -0.622
7 C -0.500 -0.567 0.776
8 C 3.892 1.064 -1.436
9 C 0.857 0.250 6.859
10 C 1.341 0.820 5.667
11 C 2.814 1.832 -1.828
12 C 3.669 -0.080 -0.679
13 C 0.064 -0.887 6.753
14 C 0.954 0.342 4.425
15 C 1.523 1.394 -1.500
16 C 2.385 -0.533 -0.350
17 C -0.357 -1.349 5.550
18 C 0.069 -0.727 4.338
19 C 1.273 0.225 -0.774
20 N -0.026 -0.134 -0.461
21 N -1.127 0.082 -1.364
22 C -3.727 -0.086 -1.089
23 C 0.226 0.244 -5.726
24 C -0.989 -0.378 -2.801
25 C -1.179 0.537 -5.237
26 C -1.335 0.817 -3.742
27 H -1.391 -2.659 4.614
28 H -2.646 -0.872 1.371
29 H 4.921 1.396 -1.675
30 H 1.186 0.634 7.829
31 H 2.093 1.587 5.697
32 H 3.003 2.725 -2.403
33 H 4.514 -0.691 -0.364
34 H -0.251 -1.392 7.657
35 H 1.362 0.746 3.497
36 H 0.662 1.967 -1.846
37 H 2.178 -1.465 0.189
38 H -4.394 -0.010 -0.202
39 H -3.888 0.786 -1.731
40 H -3.971 -1.020 -1.567
41 H 0.909 1.073 -5.374
42 H 0.185 0.265 -6.823
43 H 0.551 -0.707 -5.349
44 H -1.633 -1.232 -3.023
45 H 0.045 -0.718 -2.977
46 H -1.837 -0.295 -5.509
47 H -1.589 1.406 -5.752
48 H -2.354 1.170 -3.562
49 H -0.720 1.660 -3.465

Results
Net charge   0
HOMO-LUMO gap   8.55 eV
E_HOMO   -0.294 Eh
SMILES   CCCCn1c(C)c/c(=N\C(=O)c2ccccc2O)n1-c1ccccc1
Relative energy (zero: lowest compared OMol25 entry of this formula, charge and spin)   56.9 kcal/mol
2S+1   1

Computed Mulliken charges, given in elementary charges: -0.807 -0.474 -0.663 0.934 -0.772 0.200 0.708 -0.325 -0.456 -0.551 -0.842 -0.650 -0.504 -0.525 0.190 -0.343 0.315 0.026 0.072 0.297 0.253 -1.472 -1.062 -0.763 -0.693 -0.130 0.415 0.459 0.357 0.354 0.379 0.404 0.342 0.416 0.439 0.402 0.393 0.388 0.335 0.307 0.228 0.367 0.317 0.362 0.360 0.325 0.380 0.152 0.150

# 5
Computed, not measured: an isolated molecule of C4H5NOS, with wB97M-V/def2-TZVPD.

Atoms and positions in Å:
1 C 1.049 -1.775 0.049
2 C 2.103 -0.943 0.025
3 C 0.029 0.280 0.075
4 C -1.163 1.093 -0.041
5 N -0.162 -1.065 0.070
6 O -1.272 -1.553 0.018
7 S 1.700 0.777 -0.073
8 H 0.969 -2.815 0.268
9 H 3.069 -1.243 -0.191
10 H -1.893 0.386 -0.547
11 H -1.562 1.437 1.036
12 H -1.007 1.932 -0.726

Results
Net charge   0
HOMO-LUMO gap   8.71 eV
E_HOMO   -0.298 Eh
Relative energy (zero: lowest compared OMol25 entry of this formula, charge and spin)   65.5 kcal/mol
2S+1   1

Computed Mulliken charges, given in elementary charges: -0.455 -0.406 0.306 -0.837 0.584 -0.790 -0.109 0.417 0.448 0.292 0.209 0.343

# 6
Computed, not measured: an isolated molecule of C4H7N3O, with wB97M-V/def2-TZVPD.

Atoms and positions in Å:
1 C -0.281 1.899 0.912
2 C 0.199 -0.298 -0.002
3 C 1.322 -0.466 -0.810
4 C -0.780 -1.223 -0.473
5 H -0.878 2.020 -0.117
6 H 0.734 2.406 0.856
7 H -1.089 2.303 1.764
8 H 0.668 0.511 1.850
9 H 2.337 -0.009 -0.879
10 H 1.464 -2.158 -2.144
11 H -2.241 -0.474 0.623
12 N -0.146 0.494 1.180
13 N 1.053 -1.623 -1.471
14 N -0.282 -2.101 -1.243
15 O -2.080 -1.282 -0.047

Results
Net charge   0
HOMO-LUMO gap   9.52 eV
E_HOMO   -0.322 Eh
SMILES   CNc1c[nH]nc1O
Relative energy (zero: lowest compared OMol25 entry of this formula, charge and spin)   67.1 kcal/mol
2S+1   1

Computed Mulliken charges, given in elementary charges: -0.729 0.666 -0.761 0.353 0.256 0.308 0.243 0.325 0.374 0.140 0.365 -0.423 0.176 -0.748 -0.546

These records have energy values of -390.21983, -322.39416, -2168.49230, -1128.74612, -683.50349, -396.04152 a.u., in the order they appear.
These records have max |F| values of 3.8, 1.0, 2.6, 2.9, 4.6, 4.2 eV/A, in the order they appear.